Entry 1:
DFT (ωB97M-V/def2-TZVPD) results for a structure of composition CH2Br2O in a non-equilibrium geometry.

Its total energy is -5262.51069 hartree.

```
6
Properties=species:S:1:pos:R:3:forces:R:3:lowdin_charge:R:1
H -0.73035 -0.25642 1.28916 -0.33 1.14 2.09 0.10
Br 2.88596 -0.29863 -0.02442 -1.72 0.39 0.10 -0.04
H 0.56119 -0.05471 -1.28821 -0.57 0.85 1.61 0.06
Br 0.39922 2.23070 0.01875 -0.27 -1.36 0.04 0.69
O -0.41280 -0.48732 0.44947 0.93 -0.46 -2.56 0.00
C 0.35074 0.32160 -0.23625 1.96 -0.56 -1.27 -0.82
```
Positions in Å, forces in eV/Å.



Entry 2:
DFT (ωB97M-V/def2-TZVPD) results for a cluster of 2 separate species, CH2Br2S in total in a non-equilibrium geometry.

Its total energy is -5585.36502 hartree.

```
6
Properties=species:S:1:pos:R:3:forces:R:3:lowdin_charge:R:1
Br 0.13010 1.81700 0.15679 0.85 -1.06 -0.75 0.62
H 1.05197 -0.29481 -1.06011 0.40 0.51 0.30 -0.03
H 1.83479 0.07668 0.82599 -1.21 0.31 -3.02 0.06
S -1.38242 -1.72459 0.11631 1.25 0.19 -0.11 -0.21
C 1.25250 0.34899 -0.19155 -1.31 -0.45 3.54 -0.44
Br -2.88693 -0.22327 0.15258 0.02 0.49 0.05 0.01
```
Positions in Å, forces in eV/Å.



Entry 3:
DFT (ωB97M-V/def2-TZVPD) results for a cluster of 2 separate species, CH2BrFO in total in a non-equilibrium geometry.

Its total energy is -2788.22760 hartree.

```
6
Properties=species:S:1:pos:R:3:forces:R:3:lowdin_charge:R:1
C 0.15104 -0.39672 -0.20014 1.56 1.42 0.67 0.01
F 0.91269 -1.40706 0.07155 -0.34 -1.05 0.98 -0.04
Br 3.48930 -0.09284 -0.05125 -0.95 0.88 0.12 0.66
H 0.25226 -0.13572 -1.19609 -0.44 0.58 -1.91 0.06
O 2.12189 1.06899 0.08679 0.18 -1.16 -0.27 -0.78
H -0.25863 0.27862 0.54042 -0.01 -0.67 0.42 0.09
```
Positions in Å, forces in eV/Å.



Short version: ΔE to the lowest compared entry with this formula, charge and spin = 1.131 3.472 5.257 eV, in the order given.